The following is a DFT calculation (wB97M-V/def2-TZVPD) of a 9-piece molecular cluster, H18O9 overall.

As for the LUMO energy (alpha / beta): 2.78 / 3.01 eV. Its energy above the lowest of the compared OMol25 structures with the same formula, charge and spin is 1.231 eV. The value obtained for the largest force on an atom is 1.11 eV/A. Its total charge is -1. As for the spin multiplicity: 2. The frontier orbital gap (alpha / beta) comes out at 2.5 / 10.7 eV.

Cartesian coordinates (Å):
O (-0.299, -0.616, 2.981)
H (-0.664, 0.237, 3.217)
H (-0.840, -1.248, 3.455)
O (-1.623, 0.851, -2.113)
H (-0.960, 0.625, -1.462)
H (-1.908, 1.732, -1.870)
O (3.205, -2.915, 1.260)
H (2.841, -2.329, 0.596)
H (2.444, -3.216, 1.758)
O (0.052, -0.131, -0.203)
H (0.461, 0.734, -0.177)
H (0.492, -0.625, 0.489)
O (-3.249, 0.976, 0.778)
H (-3.427, 1.420, -0.051)
H (-2.763, 0.190, 0.529)
O (1.773, 1.219, 1.958)
H (1.422, 2.109, 1.936)
H (1.056, 0.686, 2.302)
O (1.213, 2.240, -1.939)
H (1.955, 1.877, -2.422)
H (1.304, 3.188, -2.034)
O (0.568, -0.786, -3.338)
H (1.223, -1.444, -3.569)
H (1.075, -0.059, -2.976)
O (-2.154, -1.449, 0.290)
H (-1.377, -0.986, -0.024)
H (-1.818, -2.279, 0.629)

***

The following is a DFT calculation (wB97M-V/def2-TZVPD) of a 9-piece molecular cluster, H18O9 overall.

As for the LUMO energy: 0.01 eV. Its energy above the lowest of the compared OMol25 structures with the same formula, charge and spin is 4.159 eV. The value obtained for the largest force on an atom is 4.22 eV/A. Its SMILES is O.O.O.O.O.O.O.O.O. The frontier orbital gap comes out at 10.7 eV.

Cartesian coordinates (Å):
O (-0.817, -0.543, -0.144)
H (-0.802, 0.213, -0.760)
H (-0.989, -1.164, -0.772)
O (-2.165, 2.145, 0.103)
H (-2.637, 2.978, -0.234)
H (-2.628, 1.499, -0.446)
O (3.588, -0.079, -1.986)
H (3.379, -0.002, -1.077)
H (3.457, -0.984, -2.331)
O (1.337, 1.451, -0.667)
H (0.394, 1.689, -0.332)
H (1.877, 1.791, 0.024)
O (-2.446, -3.026, 0.945)
H (-2.023, -3.775, 1.436)
H (-3.325, -3.162, 0.735)
O (0.013, 3.547, 0.981)
H (-0.631, 3.140, 0.390)
H (-0.344, 4.496, 0.897)
O (-3.141, -0.709, -1.684)
H (-3.060, -1.321, -0.970)
H (-2.805, -1.168, -2.467)
O (1.400, -0.184, 2.625)
H (0.890, -0.982, 2.666)
H (2.040, -0.374, 1.867)
O (3.518, -1.931, 0.274)
H (3.108, -1.052, 0.449)
H (2.811, -2.494, 0.477)